# C6H13N

C6H13N as an isolated structure (the ωB97M-V functional and the def2-TZVPD basis, the Open Molecules 2025 dataset).

Its HOMO energy (alpha / beta) is -7.5 / -7.2 eV. Its LUMO energy (alpha / beta) is 0.69 / 0.33 eV. The value obtained for the HOMO-LUMO gap (alpha / beta) is 0.302 / 0.277 hartree. Its energy above the lowest of the compared OMol25 structures with the same formula, charge and spin is 108.13 kcal per mole.

ORCA input file:
```
! RIJCOSX wB97M-V def2-TZVPD def2/J DEFGRID3
* xyz 0 1
H -1.0435 -1.9238 -1.3345
C 1.7817 -1.1935 -0.5534
H -1.0420 2.0719 0.9213
H 2.7698 -0.9392 -0.9148
H 0.7667 1.1664 1.7536
H -2.5482 1.7694 0.0601
C 0.9915 -0.2172 0.0642
H -2.1597 -1.6586 0.0187
H -1.3132 2.7998 -0.6734
H -1.2372 0.4563 -1.7232
C -1.4634 1.9013 -0.0689
C 1.4644 0.4225 1.3660
H 1.3888 -2.1438 -0.8836
H 0.7516 0.8068 -0.7665
C -1.1050 -1.6893 -0.2641
H 1.5827 -0.3495 2.1286
N -0.5100 -0.4065 0.0869
H -0.6257 -2.4926 0.2960
C -0.8688 0.6925 -0.7206
H 2.4195 0.9272 1.2075
*
```

# C32H45BiClN3O7SeSi2

C32H45BiClN3O7SeSi2 as an isolated structure (the ωB97M-V functional and the def2-TZVPD basis, the Open Molecules 2025 dataset).

Its HOMO energy is -0.5 eV. Its LUMO energy is 4.13 eV. The value obtained for the HOMO-LUMO gap is 0.171 hartree. Its energy above the lowest of the compared OMol25 structures with the same formula, charge and spin is 0.00 kcal per mole.

ORCA input file:
```
! RIJCOSX wB97M-V def2-TZVPD def2/J DEFGRID3
* xyz -2 1
C -4.6504 -0.5962 -0.3968
C -1.4833 -0.8643 -5.9815
C -0.5486 -2.1167 -4.1514
H 0.5023 0.7603 -5.6558
H -1.2405 1.5768 0.6197
H -2.0729 -2.4562 0.9200
C 1.2490 -0.8197 4.9043
H -3.9991 -1.3554 0.0681
H 3.9035 1.1261 4.3233
C 0.4467 2.1721 2.6436
H -6.6004 -1.2370 0.1735
H 1.7061 -3.9244 1.1699
H 2.0649 -3.2591 -0.4325
H -5.2821 1.4288 -0.0555
H -0.7671 -3.3700 2.9077
C -2.4438 -2.9558 -5.3931
O 4.7463 -0.3753 2.9401
H -7.4528 -2.6059 0.4701
C -3.4594 -1.6806 -7.3114
O 0.2391 2.6323 -0.4468
N -7.5348 -1.5932 0.5191
H -3.7016 2.1958 -2.0054
H 0.4531 2.8956 3.4627
C 1.1609 -0.6523 3.5192
C 3.0841 1.7731 4.0255
Cl 0.0972 5.8949 -2.6312
C -3.1711 1.5240 -0.0406
H 1.8264 -0.1116 5.4875
C 5.7214 -0.8881 0.7663
C -1.1675 -2.9168 0.5186
H -1.4663 0.0279 -6.5998
C 0.6290 -1.8692 5.5649
H 2.7915 -2.5476 1.0180
O 2.8906 -0.1925 -1.3675
H -0.6893 5.0058 -0.5979
H -0.6176 -3.5998 5.3134
C 1.8881 -3.0003 0.6112
O 6.8106 -1.3042 1.0485
H -4.4609 -1.9384 -6.9630
H -0.5141 1.6590 2.6672
Bi 0.3998 -0.0422 -1.2360
H -2.8496 0.3138 -3.2807
H 0.7213 -1.9725 6.6398
O 5.7123 -1.0224 -1.6584
H -3.4851 -0.6546 -7.6793
O 0.4288 2.9145 -2.6738
C 0.2988 3.3119 -1.5157
H -1.9209 -1.5384 -2.2524
H -7.5521 -1.3800 1.5139
Se 0.7366 -2.3560 -2.7383
H -2.4082 -4.9951 -3.8596
C 5.1401 -0.7744 -0.6314
H 1.4727 -0.2975 -4.6069
H -1.0684 -3.9234 0.9332
H -4.3897 -1.4495 -2.3850
H -2.2211 0.6570 1.5606
C -4.4693 0.7549 0.2703
H -3.2792 2.5629 0.3182
C -3.0088 0.1953 -2.2011
Si 1.8502 0.9671 2.8648
C 3.5882 0.0752 0.8988
C -0.1911 -2.6321 3.4500
C -2.4466 -1.8324 -6.2111
H 0.2502 0.7603 -3.9254
H -1.2924 -3.0358 -0.5570
H -1.7778 -4.0933 -2.4676
H 0.5171 2.7040 1.6933
H -1.9709 2.0368 -1.7682
C -4.3657 -0.4723 -1.8829
N -1.9309 -0.6896 -1.6928
C 3.7383 -0.2679 -0.4552
Si 0.3836 -1.8760 0.8484
H 3.4938 2.6576 3.5283
H -5.1400 0.1391 -2.3751
H -2.2336 -0.9566 -0.7520
H 1.0766 5.1262 -0.6395
H 2.5406 2.1316 4.9051
C 4.6683 -0.3807 1.7180
H -0.6653 -4.9127 -3.5353
C -1.5188 -3.1151 -4.3688
H -4.5715 0.6846 1.3642
C -2.9282 1.5680 -1.5460
C 0.4388 -1.5908 2.7540
C -0.1094 -2.7746 4.8274
H -3.1941 -3.7264 -5.5424
C 0.4760 0.1116 -4.7785
C -1.5997 -4.3495 -3.5140
C 0.1956 4.8233 -1.2008
C -0.5353 -0.9827 -4.9668
O 2.4696 0.6830 1.3264
H -3.2278 -2.3329 -8.1579
N -1.9943 0.8979 0.6008
*
```

# C5H9NO

A single C5H9NO molecule (the ωB97M-V functional and the def2-TZVPD basis, the Open Molecules 2025 dataset).

Its HOMO energy is -7.6 eV. Its LUMO energy is 0.71 eV. The value obtained for the HOMO-LUMO gap is 0.303 hartree. Its energy above the lowest of the compared OMol25 structures with the same formula, charge and spin is 93.06 kcal per mole.

ORCA input file:
```
! RIJCOSX wB97M-V def2-TZVPD def2/J DEFGRID3
* xyz 0 1
H 0.0806 1.3969 1.3966
C -0.6199 -0.0625 -0.0327
H 2.9297 -1.3959 1.3133
C 1.2840 -0.8296 0.1790
C -0.8293 1.1524 0.8470
O 0.7279 0.3096 -1.0157
H -2.5640 -0.8414 -0.2996
H -1.1686 2.0203 0.2779
N 0.0823 -1.1489 0.5088
C 2.5917 -0.9171 0.4058
H 1.1931 1.1372 -0.8101
H -1.6031 0.8990 1.5764
C -1.7746 -0.4167 -0.9268
H 3.3098 -0.5863 -0.3281
H -2.1677 0.4587 -1.4456
H -1.4719 -1.1757 -1.6461
*
```

# CH4S2

A 2-piece molecular cluster, CH4S2 overall (the ωB97M-V functional and the def2-TZVPD basis, the Open Molecules 2025 dataset).

Its HOMO energy is -9.0 eV. Its LUMO energy is -0.47 eV. The value obtained for the HOMO-LUMO gap is 0.315 hartree. Its energy above the lowest of the compared OMol25 structures with the same formula, charge and spin is 32.16 kcal per mole. Its SMILES is C=S.S.

ORCA input file:
```
! RIJCOSX wB97M-V def2-TZVPD def2/J DEFGRID3
* xyz 0 1
S -0.2049 -1.0995 1.5650
S -1.4204 0.8946 -2.8213
C 1.0394 -0.1854 1.9672
H 1.6964 -0.4626 2.8286
H -1.7179 0.1735 -1.6002
H 1.2863 0.7608 1.4371
H -0.6789 -0.0815 -3.3763
*
```

# C31H43Cl2InN2P

C31H43Cl2InN2P as an isolated structure (the ωB97M-V functional and the def2-TZVPD basis, the Open Molecules 2025 dataset).

Its HOMO energy is -2.3 eV. Its LUMO energy is 0.53 eV. The value obtained for the HOMO-LUMO gap is 0.104 hartree. Its energy above the lowest of the compared OMol25 structures with the same formula, charge and spin is 34.30 kcal per mole.

ORCA input file:
```
! RIJCOSX wB97M-V def2-TZVPD def2/J DEFGRID3
* xyz -1 1
H -6.8299 0.7667 -1.1088
H -0.1625 5.6169 -4.0542
Cl 0.3620 -1.4780 -0.7219
H 6.6498 -0.4015 -0.8166
H 1.3234 -0.8971 -6.3414
C 1.5538 5.3498 -2.8051
C -3.4468 0.2969 -0.7379
H -1.9067 4.8587 -2.5572
C -0.9117 -3.0484 6.5835
C -0.7512 -0.2492 -6.3844
C 3.3562 0.9442 -2.4564
H -4.7737 1.9946 -0.4131
C -3.3930 -1.0679 -1.2088
H -0.9462 -1.7309 -4.8059
C -4.5431 -1.7285 -1.6110
H 5.1424 -0.7661 0.0322
H 2.3064 1.0514 -5.3130
H 0.7785 1.9627 -5.4138
H -1.2757 0.6744 -6.6625
C 0.3969 -2.0892 4.7195
H 1.3294 -1.1327 3.0131
C 0.7534 0.0358 -6.4335
H 5.4956 1.6391 0.1879
H -2.9376 -2.8353 4.8169
C -4.7274 0.9563 -0.7612
C 3.7703 1.5624 -1.1067
H -1.0977 2.5094 -1.9412
C -5.8636 0.2661 -1.1422
N -1.0091 -3.4403 7.6820
C -0.5216 3.1842 -2.5950
H 1.7899 3.7479 -4.2536
C 3.5474 -0.5845 -2.3930
N -0.7180 -1.4292 2.7075
C -1.9743 -2.4883 4.4437
H -2.3816 -0.7371 -5.0356
C 1.9019 3.9034 -3.1661
C 1.2076 0.9527 -5.2922
C -0.8672 4.6509 -2.2708
In -0.8333 -0.1619 0.9055
C -2.3282 0.9378 -0.2129
H -0.1474 6.6668 -2.6262
H -2.7537 -1.8817 2.5174
H 5.6084 -0.6135 -2.9916
C 5.5605 -0.2648 -0.8543
H 1.1164 -0.7121 -3.8791
H -1.0621 -0.2185 -2.8873
H -2.3690 2.0312 -0.1901
H 5.8579 1.7601 -1.5394
H 3.1072 1.1322 -0.3412
H 2.9134 -0.9330 -1.5633
C 0.9803 2.9328 -2.3938
H 3.9460 1.3886 -3.2878
C 0.7293 0.3235 -3.9756
C -1.2835 -0.7044 -5.0089
H -2.4192 -1.5693 -1.2204
C 5.2354 1.2377 -0.7980
C -0.8207 -2.5542 5.2303
H 1.3133 -2.1305 5.3060
H -0.9911 -1.0053 -7.1407
H 2.9613 3.7143 -2.9201
H 1.8551 5.5145 -1.7640
C -5.7905 -1.0741 -1.5717
H 3.6162 2.6519 -1.0805
H 5.1121 -2.0270 -2.0465
P 1.6059 1.2863 -2.7671
H -6.6912 -1.6056 -1.8809
H 2.1645 6.0209 -3.4168
C 5.0134 -0.9379 -2.1244
H -4.4841 -2.7629 -1.9643
H -0.8104 4.7926 -1.1839
C -0.8018 0.2012 -3.8676
H -0.8235 2.9942 -3.6344
C 0.4118 -1.5277 3.4477
C -1.8857 -1.9386 3.1734
H 1.1472 3.0169 -1.2981
H 3.1988 -1.0866 -3.3072
H -1.2954 1.1747 -3.9526
Cl 0.8217 1.5663 1.0889
C 0.0601 5.6497 -2.9790
H 1.0480 0.4989 -7.3798
*
```